{"formula": "C38H28CrO4P2S4", "method": "ωB97M-V/def2-TZVPD", "species": ["Cr", "O", "C", "O", "C", "C", "C", "C", "C", "C", "P", "C", "C", "C", "C", "C", "C", "C", "C", "C", "C", "C", "C", "H", "H", "H", "H", "H", "H", "H", "H", "H", "H", "H", "H", "H", "H", "S", "S", "S", "S", "O", "C", "O", "C", "C", "C", "C", "C", "C", "P", "C", "C", "C", "C", "C", "C", "C", "C", "C", "C", "C", "C", "H", "H", "H", "H", "H", "H", "H", "H", "H", "H", "H", "H", "H", "H"], "positions_angstrom": [[-1.005578, -0.674404, 0.644632], [0.458006, -4.635490, 0.612508], [0.332505, -3.517637, 1.099171], [-0.300757, -2.544791, 0.587547], [1.041438, -3.292349, 2.442668], [1.309322, -4.440144, 3.192332], [1.988643, -4.380057, 4.393455], [2.446715, -3.155762, 4.865044], [2.201055, -2.011474, 4.128635], [1.489703, -2.060603, 2.924367], [1.210406, -0.511323, 1.995395], [1.280742, 0.761537, 3.302164], [2.430317, 1.453492, 3.671419], [2.380616, 2.419769, 4.666772], [1.180962, 2.697507, 5.306506], [0.031671, 2.008195, 4.944736], [0.076616, 1.051366, 3.941861], [2.795237, -0.294643, 1.108018], [3.038212, 0.935579, 0.485840], [4.170437, 1.113105, -0.293741], [5.068115, 0.068047, -0.480396], [4.827362, -1.155007, 0.124540], [3.698969, -1.336321, 0.916934], [0.964800, -5.379555, 2.781282], [2.165850, -5.286759, 4.961071], [2.987806, -3.090034, 5.802200], [2.552379, -1.058948, 4.502921], [3.370473, 1.248062, 3.173462], [3.280972, 2.960082, 4.936957], [1.139832, 3.457942, 6.077965], [-0.913206, 2.226440, 5.426956], [-0.828653, 0.533043, 3.644383], [2.336573, 1.753801, 0.620149], [4.343431, 2.071868, -0.769253], [5.945853, 0.206370, -1.101103], [5.515386, -1.979412, -0.022468], [3.518314, -2.297995, 1.381075], [-2.747134, -0.855228, 2.359985], [-3.687530, -2.656722, 1.927871], [-4.735527, -2.384426, 0.187962], [-3.428168, -2.605546, -1.373652], [0.402075, 2.922125, 1.117425], [-0.364818, 2.273051, 0.404971], [-1.153153, 1.362323, 0.834081], [-0.365180, 2.605682, -1.082587], [0.189692, 3.844367, -1.420129], [0.233832, 4.286707, -2.727178], [-0.272398, 3.477351, -3.736136], [-0.809099, 2.245782, -3.413817], [-0.871604, 1.783422, -2.093342], [-1.644801, 0.118109, -1.754952], [-3.376604, 0.621670, -2.007910], [-3.931233, 0.891376, -3.259274], [-5.235202, 1.348156, -3.363539], [-5.995807, 1.555799, -2.218456], [-5.444182, 1.297520, -0.973080], [-4.141325, 0.831742, -0.861294], [-1.087922, -0.766083, -3.255706], [-1.915541, -1.574134, -4.029173], [-1.389424, -2.312823, -5.081989], [-0.033744, -2.263863, -5.370160], [0.802158, -1.471822, -4.592595], [0.278142, -0.731585, -3.544777], [0.587331, 4.441224, -0.610337], [0.663784, 5.254056, -2.961841], [-0.246168, 3.801196, -4.770397], [-1.181140, 1.615826, -4.211946], [-3.352687, 0.726437, -4.158897], [-5.660922, 1.537352, -4.342842], [-7.017954, 1.907635, -2.301465], [-6.033867, 1.429168, -0.073591], [-3.732742, 0.597582, 0.114177], [-2.966988, -1.653827, -3.775643], [-2.048106, -2.946940, -5.663149], [0.374265, -2.852816, -6.183160], [1.866949, -1.439336, -4.791026], [0.942217, -0.124002, -2.938435]], "forces_ev_per_a": [[-0.1, 0.1, 0.3], [0.1, -0.1, 0.0], [-0.1, 0.0, 0.0], [0.0, 0.2, -0.3], [0.0, -0.1, 0.1], [-0.1, 0.0, -0.1], [0.0, 0.0, 0.0], [0.0, 0.0, 0.0], [0.0, 0.0, 0.0], [0.1, 0.0, 0.1], [-0.1, 0.1, -0.1], [0.0, 0.0, 0.0], [0.0, 0.0, 0.0], [0.0, 0.0, 0.0], [0.0, 0.0, 0.0], [0.0, 0.0, 0.0], [0.0, 0.0, 0.0], [0.0, 0.0, -0.1], [0.0, 0.0, 0.0], [0.0, 0.0, 0.0], [0.0, 0.0, 0.0], [0.0, 0.0, 0.0], [0.0, 0.0, 0.0], [0.0, 0.0, 0.0], [0.0, 0.0, 0.0], [0.0, 0.0, 0.0], [0.0, 0.0, 0.0], [0.0, 0.0, 0.0], [0.0, 0.0, 0.0], [0.0, 0.0, 0.0], [0.0, 0.0, 0.0], [0.0, 0.0, 0.0], [0.0, 0.0, 0.0], [0.0, 0.0, 0.0], [0.0, 0.0, 0.0], [0.0, 0.0, 0.0], [0.0, 0.0, 0.0], [0.0, 0.0, 0.0], [0.0, 0.0, 0.1], [0.0, 0.0, -0.1], [0.0, 0.0, 0.0], [0.0, 0.1, 0.0], [0.1, -0.2, 0.3], [0.0, -0.1, -0.4], [-0.1, 0.1, -0.1], [0.0, 0.0, 0.0], [0.0, 0.0, 0.0], [0.0, 0.0, 0.0], [0.0, 0.0, 0.0], [0.0, 0.0, -0.1], [0.2, -0.1, 0.2], [-0.1, 0.0, 0.1], [0.0, 0.0, 0.1], [0.0, 0.0, 0.0], [0.0, 0.0, 0.0], [0.0, 0.0, 0.1], [0.0, 0.0, -0.1], [0.0, 0.0, 0.0], [-0.1, 0.0, 0.0], [0.0, 0.0, 0.0], [0.0, 0.0, 0.0], [0.0, 0.0, 0.0], [0.0, -0.1, 0.0], [0.0, 0.0, 0.0], [0.0, 0.0, 0.0], [0.0, 0.0, 0.0], [0.0, 0.0, 0.0], [0.0, 0.0, 0.0], [0.0, 0.0, 0.0], [0.0, 0.0, 0.0], [0.0, 0.0, 0.0], [0.0, 0.0, 0.0], [0.0, 0.0, 0.0], [0.0, 0.0, 0.0], [0.0, 0.0, 0.0], [0.0, 0.0, 0.0], [0.0, 0.0, 0.0]], "mulliken_charge": [0.452, -0.736, 0.172, -0.356, 0.616, -0.843, -0.536, -0.771, -0.375, 0.433, 0.887, 0.174, 0.137, -0.744, -0.402, -0.677, -0.145, 0.234, -0.303, -0.927, -0.564, -0.672, -0.588, 0.486, 0.366, 0.411, 0.381, 0.424, 0.382, 0.335, 0.414, -0.051, 0.531, 0.418, 0.353, 0.399, 0.377, -0.442, -0.165, -0.195, -0.270, -0.786, 0.360, -0.623, 0.432, -0.730, -0.614, -0.775, -0.055, 0.202, 1.081, 0.720, -0.385, -0.748, -0.564, -0.586, -0.323, 0.488, -0.207, -0.933, -0.448, -0.707, -0.689, 0.499, 0.372, 0.413, 0.217, 0.254, 0.392, 0.342, 0.409, 0.210, 0.556, 0.383, 0.358, 0.402, 0.461], "lumo_ev": [4.26, 4.26], "s2": 6.02, "total_charge": -2, "total_energy_ev": -138396.5735, "multiplicity": 5, "homo_lumo_gap_ha": [0.18082, 0.18287]}